Record 1
The following is a quantum chemistry calculation of a 2-piece molecular cluster, C6H17NO overall at a distorted geometry, from the Open Molecules 2025 dataset.

Geometry as XYZ:
```
25
C6H17NO ωB97M-V/def2-TZVPD
C 1.16 0.27 -2.42
C -0.23 -0.24 -1.87
C -1.15 0.88 -1.40
C -0.89 1.59 -0.06
C -0.33 0.62 0.99
N -1.38 -0.47 1.20
C -0.77 -1.75 1.50
H 0.90 1.25 -2.87
H 1.41 -0.29 -3.30
H 1.93 0.24 -1.66
H -0.89 -0.72 -2.58
H 0.02 -1.02 -1.10
H -1.12 1.68 -2.16
H -2.25 0.75 -1.47
H -1.94 1.64 0.29
H -0.43 2.61 -0.23
H -0.38 1.06 2.00
H 0.60 0.12 0.74
H -2.03 -0.55 0.43
H 0.09 -1.81 2.17
H -1.47 -2.21 2.22
H -0.85 -2.43 0.63
H 2.23 -0.17 2.31
H 2.98 -0.45 0.93
O 2.99 -0.58 1.88
```

Output
SMILES string ... CCCCCNC.O
LUMO level ... 0.85 eV
Total energy ... -368.7176 Eh
Relative energy (zero: lowest compared OMol25 entry of this formula, charge and spin) ... 52.2 kcal/mol
HOMO-LUMO gap ... 9.422 eV

---

Record 2
The following is a quantum chemistry calculation of a 2-piece molecular cluster, C6H17NO overall at a distorted geometry, from the Open Molecules 2025 dataset.

Geometry as XYZ:
```
25
C6H17NO ωB97M-V/def2-TZVPD
C -2.29 -0.22 -1.22
C -0.78 0.17 -0.87
C 0.01 -1.10 -0.46
C -0.21 -1.46 1.00
C -0.07 -0.31 2.00
C 1.09 0.66 1.82
N -0.10 0.83 -1.90
H -2.45 0.01 -2.27
H -2.98 0.44 -0.71
H -2.40 -1.28 -0.98
H -0.77 0.86 -0.03
H 1.06 -0.87 -0.66
H -0.23 -1.95 -1.11
H 0.56 -2.20 1.26
H -1.17 -1.93 1.24
H -0.03 -0.76 3.01
H -1.03 0.20 2.09
H 2.05 0.20 2.03
H 1.11 1.04 0.79
H 0.97 1.53 2.46
H -0.59 1.63 -2.30
H -0.02 0.23 -2.74
H 2.34 1.89 -1.27
H 3.27 0.87 -0.76
O 2.68 1.56 -0.43
```

Output
Total charge ... +1
LUMO level (spin up / spin down) ... -3.37 / -8.87 eV
Total energy ... -368.4433 Eh
Multiplicity ... 2
Relative energy (zero: lowest compared OMol25 entry of this formula, charge and spin) ... 31.5 kcal/mol
HOMO-LUMO gap (spin up / spin down) ... 11.045 / 5.535 eV

---

Record 3
The following is a quantum chemistry calculation of a 3-piece molecular cluster, C6H17NO3 overall at a distorted geometry, from the Open Molecules 2025 dataset.

Geometry as XYZ:
```
27
C6H17NO3 ωB97M-V/def2-TZVPD
O -1.60 -0.84 2.56
C -0.61 -0.13 2.60
N 0.36 -0.16 1.67
C 0.64 -1.35 0.84
C 0.86 -0.83 -0.57
C -0.42 -0.42 -1.32
C -0.04 0.38 -2.58
C 1.89 -2.05 1.36
H -0.59 0.60 3.41
H 1.09 0.55 1.69
H -0.24 -1.97 0.92
H 1.63 -0.05 -0.56
H 1.36 -1.60 -1.19
H -0.99 0.18 -0.59
H -0.99 -1.29 -1.59
H -0.18 -0.24 -3.46
H 1.01 0.70 -2.52
H -0.58 1.32 -2.67
H 1.87 -2.20 2.44
H 2.84 -1.73 0.93
H 1.87 -3.03 0.87
H -2.69 1.88 0.81
H -3.50 0.61 0.71
O -3.44 1.50 0.32
H -0.50 2.95 -1.17
H 0.93 3.49 -1.61
O 0.06 3.73 -1.30
```

Output
SMILES string ... CCC[C@@H](C)NC=O.O.O
LUMO level ... 0.50 eV
Total energy ... -519.2777 Eh
Relative energy (zero: lowest compared OMol25 entry of this formula, charge and spin) ... 30.8 kcal/mol
HOMO-LUMO gap ... 10.458 eV

---

Record 4
The following is a quantum chemistry calculation of a 4-piece molecular cluster, C6H17NO3 overall at a distorted geometry, from the Open Molecules 2025 dataset.

Geometry as XYZ:
```
27
C6H17NO3 ωB97M-V/def2-TZVPD
C -0.88 -0.32 3.06
C 0.34 -0.45 2.22
N 1.19 1.40 -1.06
C 1.25 0.84 0.24
C 0.32 -0.05 0.69
C -0.76 -0.65 -0.09
C -1.76 -0.09 -0.81
H -1.77 -0.99 2.72
H -1.13 0.71 3.06
H -0.89 -0.62 4.14
H 0.62 -1.50 2.06
H 1.13 0.07 2.75
H 2.10 1.45 -1.39
H 0.61 0.93 -1.74
H 1.96 1.31 0.95
H -0.67 -1.74 0.09
H -2.50 -0.82 -1.24
H -1.92 0.89 -0.94
H -0.49 -1.85 -2.96
H -1.58 -2.83 -2.33
O -1.39 -1.92 -2.72
H 0.97 -3.05 -1.30
H 1.23 -1.51 -1.27
O 1.26 -2.23 -1.88
H -0.45 3.62 1.32
H 0.52 3.23 0.30
O 0.50 3.80 1.03
```

Output
SMILES string ... C=C/C(=C\N)CC.O.O.O
LUMO level ... 0.38 eV
Total energy ... -519.1901 Eh
Relative energy (zero: lowest compared OMol25 entry of this formula, charge and spin) ... 85.7 kcal/mol
HOMO-LUMO gap ... 8.640 eV

---

Record 5
The following is a quantum chemistry calculation of a 2-piece molecular cluster, C6H17NP overall at a distorted geometry, from the Open Molecules 2025 dataset.

Geometry as XYZ:
```
25
C6H17NP ωB97M-V/def2-TZVPD
C -1.18 -0.24 2.62
C 1.28 1.19 -0.70
C 1.77 -0.87 1.61
C -1.26 0.37 -3.64
C -0.31 0.40 1.60
C 0.79 -0.27 -0.55
N 0.51 -0.57 0.90
P -2.08 -0.16 -2.06
H -0.55 -0.43 3.49
H -1.97 0.54 2.89
H -1.54 -1.15 2.27
H 1.40 1.30 -1.69
H 0.58 1.91 -0.28
H 2.30 1.21 -0.13
H 1.48 -0.69 2.69
H 1.86 -1.92 1.68
H 2.81 -0.46 1.26
H -0.28 -0.23 -3.78
H -1.04 1.39 -3.50
H -1.86 0.26 -4.57
H 0.33 1.21 1.98
H -1.00 0.87 0.81
H 0.05 -0.58 -1.20
H 0.04 -1.47 0.83
H -2.13 -1.60 -2.53
```

Output
Total charge ... +1
LUMO level (spin up / spin down) ... -4.33 / -4.76 eV
Total energy ... -634.4844 Eh
Relative energy (zero: lowest compared OMol25 entry of this formula, charge and spin) ... 94.2 kcal/mol
HOMO-LUMO gap (spin up / spin down) ... 8.986 / 6.997 eV

---

Record 6
The following is a quantum chemistry calculation of a 2-piece molecular cluster, C6H17PSi overall at a distorted geometry, from the Open Molecules 2025 dataset.

Geometry as XYZ:
```
25
C6H17PSi ωB97M-V/def2-TZVPD
C -2.16 -1.33 1.97
C -1.72 0.78 -2.02
C 2.82 1.46 0.34
C -0.98 -0.42 2.15
C -0.23 1.14 -1.69
C 2.38 -0.02 0.14
Si 0.53 -0.18 -0.41
P 0.32 -2.26 -1.45
H -1.97 -2.13 2.59
H -3.16 -0.79 2.25
H -2.33 -1.78 1.04
H -2.03 1.32 -2.90
H -1.69 -0.34 -2.37
H -2.40 0.85 -1.29
H 2.01 1.90 0.83
H 3.58 1.49 1.04
H 3.12 2.01 -0.53
H -0.25 -0.65 2.96
H -1.28 0.60 2.15
H -0.03 2.13 -1.56
H 0.29 0.77 -2.72
H 2.49 -0.59 1.08
H 2.95 -0.49 -0.72
H 0.15 -2.85 -0.14
H -1.13 -2.20 -1.34
```

Output
LUMO level ... 0.31 eV
Total energy ... -869.4867 Eh
Relative energy (zero: lowest compared OMol25 entry of this formula, charge and spin) ... 79.1 kcal/mol
HOMO-LUMO gap ... 7.576 eV

---

Record 7
The following is a quantum chemistry calculation of C6H18AsBiF11N4OTe as an isolated structure at a distorted geometry, from the Open Molecules 2025 dataset.

Geometry as XYZ:
```
43
C6H18AsBiF11N4OTe ωB97M-V/def2-TZVPD
Bi -0.88 -0.18 0.41
N -2.81 1.07 -0.44
C -2.65 0.95 -1.89
C -1.30 1.52 -2.39
N -0.09 1.03 -1.72
C 0.67 0.01 -2.43
C 0.01 -1.37 -2.55
N -0.08 -2.01 -1.26
C 0.77 2.11 -1.21
C 0.20 2.79 0.03
N 0.09 1.80 1.10
H -3.65 0.59 -0.13
H -2.90 2.04 -0.14
H -3.43 1.51 -2.42
H -2.75 -0.10 -2.15
H -1.34 2.60 -2.30
H -1.24 1.28 -3.46
H 1.62 -0.14 -1.90
H 0.91 0.37 -3.44
H 0.64 -1.95 -3.23
H -0.99 -1.31 -3.00
H 0.82 -2.33 -0.90
H -0.74 -2.78 -1.21
H 0.93 2.86 -1.99
H 1.74 1.69 -0.94
H -0.79 3.22 -0.15
H 0.87 3.61 0.31
H -0.43 2.14 1.91
H 1.02 1.56 1.46
F 1.21 -0.65 1.23
As 2.93 -1.90 1.67
F 1.83 -2.34 3.01
F 2.03 -2.99 0.65
F 4.19 -2.91 1.96
F 3.40 -1.10 0.16
F 3.43 -0.52 2.52
F -1.15 -0.45 4.80
Te -0.28 -1.52 3.48
F -0.23 -2.61 1.81
F 0.44 -2.40 4.98
F -1.73 -2.70 3.68
F 1.03 -0.13 3.67
O -1.29 -0.33 2.42
```

Output
Total charge ... +2
LUMO level (spin up / spin down) ... -8.32 / -11.45 eV
Total energy ... -4350.0103 Eh
Multiplicity ... 2
Relative energy (zero: lowest compared OMol25 entry of this formula, charge and spin) ... 64.8 kcal/mol
HOMO-LUMO gap (spin up / spin down) ... 8.930 / 6.533 eV

---

Record 8
The following is a quantum chemistry calculation of one molecule with the formula C6H18BN3 at a distorted geometry, from the Open Molecules 2025 dataset.

Geometry as XYZ:
```
28
C6H18BN3 ωB97M-V/def2-TZVPD
B -0.03 -0.07 -0.01
N 0.23 -0.90 -1.20
N 0.04 1.43 -0.09
N -0.47 -0.71 1.24
C 0.93 -0.17 -2.24
C -0.18 -2.25 -1.40
C -0.72 2.22 -1.00
C 1.12 2.09 0.59
C -1.70 -0.55 1.93
C 0.51 -1.34 2.08
H 0.29 0.48 -2.79
H 1.43 -0.87 -2.95
H 1.72 0.38 -1.79
H -1.21 -2.31 -1.74
H 0.42 -2.68 -2.20
H -0.12 -2.80 -0.48
H -1.34 1.60 -1.59
H -0.12 2.86 -1.61
H -1.37 2.90 -0.41
H 1.26 1.68 1.60
H 2.07 1.93 0.07
H 0.92 3.15 0.66
H -1.88 -1.34 2.66
H -1.65 0.40 2.45
H -2.54 -0.51 1.26
H 0.79 -0.70 2.90
H 1.41 -1.62 1.51
H 0.16 -2.28 2.54
```

Output
SMILES string ... CN(C)B(N(C)C)N(C)C
LUMO level ... 0.78 eV
Total energy ... -428.5437 Eh
Relative energy (zero: lowest compared OMol25 entry of this formula, charge and spin) ... 16.6 kcal/mol
HOMO-LUMO gap ... 8.417 eV